Entry 1:
20
Properties=species:S:1:pos:R:3:nbo_charge:R:1 method="wB97M-V/def2-TZVPD" charge=+1 total_energy_ha=-439.857826
O 1.11 -1.38 -1.94 -0.504
C 0.24 -1.61 -1.17 0.759
O -0.21 -2.83 -0.80 -0.689
C -0.58 -0.52 -0.42 -0.122
C -0.27 0.86 -0.92 -0.444
C -1.32 1.88 -0.42 -0.611
N -0.24 -0.64 1.08 -0.691
H 0.36 -3.52 -1.16 0.521
H -1.61 -0.87 -0.47 0.244
H -0.39 0.74 -1.97 0.254
H 0.78 1.08 -0.79 0.246
H -1.63 1.67 0.60 0.187
H -2.21 1.78 -1.03 0.234
H -0.90 2.87 -0.45 0.242
H -1.01 -0.92 1.69 0.443
H 0.14 0.25 1.41 0.474
H 0.49 -1.34 1.21 0.442
H 2.64 1.56 1.63 0.507
H 2.47 0.21 2.33 0.489
O 2.13 0.74 1.59 -0.981

***

Entry 2:
42
Properties=species:S:1:pos:R:3:nbo_charge:R:1 method="wB97M-V/def2-TZVPD" charge=+2 total_energy_ha=-1438.999366 spin_multiplicity=3
C 1.99 0.64 3.44 -0.622
C 1.87 -0.83 3.51 -0.617
H 3.01 0.98 3.23 0.215
H 1.71 1.05 4.43 0.227
H 1.37 1.12 2.69 0.180
H 1.55 -1.30 2.59 0.175
H 2.83 -1.27 3.82 0.226
H 1.12 -1.14 4.24 0.215
C 0.38 2.43 -2.22 0.100
C 0.79 3.21 -3.29 -0.213
C 0.84 2.69 -4.58 -0.063
C 0.55 1.35 -4.76 -0.198
H 0.44 2.73 -1.18 0.246
H 1.13 4.22 -3.06 0.272
H 1.13 3.34 -5.40 0.271
H 0.69 0.86 -5.72 0.253
N -0.03 1.15 -2.45 -0.589
C 0.06 0.58 -3.71 0.258
C -0.09 -0.85 -3.71 0.137
N -0.28 -1.39 -2.45 -0.541
C -0.13 -2.73 -2.22 0.089
C 0.24 -3.07 -4.57 -0.078
C 0.10 -3.57 -3.28 -0.205
H -0.10 -3.02 -1.16 0.249
H 0.22 -4.64 -3.05 0.274
C 0.23 -1.70 -4.76 -0.173
H 0.47 -1.25 -5.72 0.253
H 0.37 -3.76 -5.40 0.271
W -0.40 -0.09 -0.89 1.039
I 2.03 -0.34 -0.04 0.032
Te -2.58 0.08 0.36 0.329
C -2.22 0.25 2.53 -0.179
C -2.07 1.53 3.09 -0.246
C -1.89 1.67 4.48 -0.185
C -1.80 0.52 5.28 -0.169
C -1.89 -0.75 4.71 -0.178
C -2.07 -0.89 3.32 -0.252
H -2.12 2.41 2.43 0.230
H -1.83 2.66 4.92 0.246
H -1.67 0.63 6.35 0.244
H -1.84 -1.64 5.35 0.246
H -2.12 -1.88 2.85 0.234

***

Entry 3:
19
Properties=species:S:1:pos:R:3:nbo_charge:R:1 method="wB97M-V/def2-TZVPD" total_energy_ha=-419.132531
C -1.11 -1.75 -0.93 -0.673
C -1.36 -0.33 -0.54 0.486
N -2.57 0.22 -0.77 -0.775
O -0.72 1.74 0.14 -0.591
N -0.42 0.42 -0.04 -0.057
H 0.35 2.15 0.43 0.442
H -2.71 1.18 -0.48 0.435
H -3.35 -0.36 -1.00 0.404
H -0.43 -1.79 -1.78 0.247
H -2.05 -2.24 -1.19 0.220
H -0.63 -2.27 -0.10 0.275
C 1.01 0.00 0.20 -0.021
C 1.21 -0.99 1.13 -0.564
C 1.74 1.80 0.61 -0.368
C 2.86 2.23 0.83 -0.298
H 1.56 -0.04 -0.73 0.217
H 2.16 -1.51 1.12 0.207
H 0.64 -1.01 2.05 0.197
H 3.84 2.56 1.04 0.219

***

Entry 4:
18
Properties=species:S:1:pos:R:3:nbo_charge:R:1 method="wB97M-V/def2-TZVPD" total_energy_ha=-381.023326
C -3.38 0.41 0.22 -0.377
C -2.40 1.18 0.50 -0.380
C 0.52 -0.02 -1.10 0.193
C 1.07 -0.86 0.02 -0.182
C 2.26 -1.69 -0.51 -0.591
N 1.02 1.12 -1.03 -0.411
N 1.51 0.07 1.07 -0.276
O 1.91 1.24 0.48 -0.357
H -3.83 -0.38 0.88 0.200
H -3.92 0.60 -0.64 0.187
H -1.63 0.96 1.25 0.176
H -2.22 2.15 0.06 0.192
H 0.17 -1.40 0.30 0.230
H 3.03 -1.07 -0.91 0.224
H 1.78 -2.38 -1.17 0.214
H 2.65 -2.22 0.23 0.212
H 0.65 1.99 -1.35 0.417
H 0.81 0.29 1.69 0.328